[1]
Molecular formula: C2HN2O4
Method: DFT, ωB97M-V/def2-TZVPD

CARTESIAN COORDINATES (ANGSTROEM)
O1 1.458 1.119 -0.026
O2 -2.237 -0.750 0.103
O3 -0.296 -1.939 0.447
O4 -0.474 2.295 0.473
N1 1.211 -0.212 -0.583
N2 -0.220 0.031 -0.641
C1 0.098 1.322 0.083
C2 -1.058 -1.037 0.048
H1 1.517 -0.829 0.096

- LUMO energy: 4.0 eV
- SMILES: O=C([O-])n1[nH]oc1=O
- HOMO-LUMO gap: 0.33677 Ha
- Multiplicity: 1
- ΔE to the lowest compared entry with this formula, charge and spin: 1.428 eV
- Total charge: -1

[2]
Molecular formula: C3H11O2S
Method: DFT, ωB97M-V/def2-TZVPD

CARTESIAN COORDINATES (ANGSTROEM)
S1 1.741 1.645 1.065
O1 -0.684 -4.909 -0.197
O2 0.950 -1.646 1.147
C1 -0.501 2.081 -0.431
C2 -0.256 0.832 -1.284
C3 0.012 1.952 1.027
H1 -0.858 -4.328 0.645
H2 1.303 -1.699 0.278
H3 0.838 0.767 -1.600
H4 1.227 -0.711 1.279
H5 -1.490 2.479 -0.492
H6 -0.218 -4.256 -0.615
H7 -0.521 1.240 1.532
H8 -0.943 0.721 -2.172
H9 0.110 2.940 -0.965
H10 -0.433 -0.059 -0.654
H11 -0.277 2.951 1.438

- LUMO energy: 3.5 eV
- HOMO-LUMO gap: 0.22994 Ha
- Multiplicity: 1
- ΔE to the lowest compared entry with this formula, charge and spin: 1.129 eV
- Total charge: -1